Entry 1:
C6H12CoO9 | the ωB97M-V functional and the def2-TZVPD basis

Geometry as ORCA input:
```
! RIJCOSX wB97M-V def2-TZVPD def2/J DEFGRID3
* xyz 0 4
Co 6.384 7.515 5.500
C 7.063 10.679 5.105
C 6.009 10.380 5.784
C 4.955 11.422 5.907
O 3.754 10.879 6.402
C 4.923 12.551 5.271
C 6.272 13.193 4.927
C 7.505 12.051 4.853
O 8.640 12.469 4.733
O 6.578 14.238 4.424
O 5.752 9.208 6.398
H 7.769 10.021 4.689
H 4.154 13.220 5.279
O 7.747 6.377 4.257
H 8.039 6.660 3.369
H 6.958 5.767 4.072
O 4.801 7.864 4.101
H 4.277 7.172 3.646
H 4.197 8.481 4.585
O 5.579 4.939 4.119
H 5.444 5.317 5.049
H 5.959 4.070 4.125
O 5.278 6.387 6.305
H 5.016 6.141 7.190
H 4.147 10.403 7.119
O 8.356 8.363 6.272
H 8.158 9.044 7.000
H 9.185 7.920 6.523
*
```

Calculated values
⟨S²⟩: 3.76
LUMO (alpha / beta) (eV): -0.2 / -0.2
DFT total energy (eV): -62469.345

=====

Entry 2:
C6H12CuO9S | the ωB97M-V functional and the def2-TZVPD basis

Geometry as ORCA input:
```
! RIJCOSX wB97M-V def2-TZVPD def2/J DEFGRID3
* xyz -2 2
Cu -14.668 -6.636 -4.801
S -12.433 -8.044 -4.604
O -12.379 -9.111 -5.609
O -13.691 -8.104 -3.781
O -11.197 -8.114 -3.807
O -12.611 -6.679 -5.234
C -17.058 -6.419 -2.923
O -16.585 -6.515 -4.217
H -18.067 -5.955 -3.002
H -17.204 -7.383 -2.399
H -16.451 -5.724 -2.311
C -15.274 -6.999 -7.963
O -15.694 -7.002 -6.671
H -15.988 -7.476 -8.670
H -15.121 -5.955 -8.374
H -14.266 -7.457 -8.081
C -14.719 -1.392 -8.948
C -13.989 -2.323 -8.009
C -13.188 -1.639 -6.910
O -13.150 -2.615 -5.886
C -14.220 -3.458 -6.081
O -14.531 -4.327 -5.357
O -14.863 -3.137 -7.239
H -14.068 -0.971 -9.710
H -15.208 -0.578 -8.407
H -15.531 -1.969 -9.395
H -13.307 -2.973 -8.569
H -13.708 -0.759 -6.510
H -12.235 -1.307 -7.325
*
```

Calculated values
⟨S²⟩: 0.75
LUMO (alpha / beta) (eV): 4.2 / 4.2
ΔE to the lowest compared entry with this formula, charge and spin (eV): 0.000
DFT total energy (eV): -80317.249

=====

Entry 3:
C6H12FNO | the ωB97M-V functional and the def2-TZVPD basis

Geometry as ORCA input:
```
! RIJCOSX wB97M-V def2-TZVPD def2/J DEFGRID3
* xyz 0 1
C -2.469 -0.298 -0.117
C 2.104 0.804 -0.263
C 0.847 -1.465 -0.451
C 0.195 0.090 1.451
C -0.287 0.710 -0.976
C 0.652 0.013 -0.061
N -2.925 -1.336 -0.459
O -0.497 1.982 -0.735
F -2.927 0.720 0.831
H 2.363 0.759 -1.287
H 1.907 1.970 -0.141
H 2.790 0.497 0.558
H -0.052 -2.140 -0.573
H 1.490 -2.120 0.193
H 1.333 -1.463 -1.417
H -0.154 1.055 1.828
H -0.750 -0.403 1.502
H 0.928 -0.458 2.056
H -0.393 0.477 -2.110
H -3.898 -1.582 -0.107
H -0.257 2.187 0.277
*
```

Calculated values
LUMO (alpha / beta) (eV): 0.4 / 0.4
ΔE to the lowest compared entry with this formula, charge and spin (eV): 3.376
DFT total energy (eV): -12667.118

=====

Entry 4:
C6H12HgO10 | the ωB97M-V functional and the def2-TZVPD basis

Geometry as ORCA input:
```
! RIJCOSX wB97M-V def2-TZVPD def2/J DEFGRID3
* xyz -2 1
Hg 0.509 -0.514 -0.588
C 0.791 -3.190 -1.448
O 0.466 -2.296 -2.224
O 1.476 -4.091 -1.844
O 0.758 -2.786 -0.270
C 2.470 0.168 -2.352
O 1.459 0.812 -2.077
O 2.768 -0.188 -3.499
O 2.797 -0.707 -1.524
C -2.615 -0.930 0.299
C -2.611 0.308 -0.675
O -1.452 0.435 -1.513
O -1.334 -1.013 1.008
H -2.649 -1.866 -0.259
H -3.507 -0.859 0.921
H -2.730 1.195 -0.052
H -3.530 0.238 -1.257
H -1.678 0.970 -2.277
H -1.473 -0.601 1.863
C 0.881 2.269 1.641
C 1.165 0.899 2.300
O 1.732 -0.093 1.404
O -0.128 2.019 0.625
H 1.792 2.638 1.168
H 0.581 3.052 2.338
H 0.284 0.519 2.818
H 1.832 1.063 3.147
H 2.522 -0.294 1.911
H -0.575 2.843 0.417
*
```

Calculated values
LUMO (eV): 4.2
ΔE to the lowest compared entry with this formula, charge and spin (eV): 2.459
DFT total energy (eV): -31058.861

=====

Entry 5:
C6H12IN2O | the ωB97M-V functional and the def2-TZVPD basis

Geometry as ORCA input:
```
! RIJCOSX wB97M-V def2-TZVPD def2/J DEFGRID3
* xyz 1 1
C 1.336 0.456 0.328
C 3.021 -0.866 -0.355
C -0.163 -1.208 1.249
C -0.981 1.987 -0.887
C 0.075 -0.208 0.073
C -1.030 0.837 0.124
N 2.663 -1.938 -0.817
N -2.313 -0.044 -0.227
O 1.714 1.482 0.760
I 4.713 0.334 -0.029
H 0.001 -0.785 2.228
H -1.216 -1.623 1.394
H 0.535 -2.167 1.232
H -0.038 2.408 -0.730
H -1.169 1.508 -1.874
H -1.559 2.756 -0.529
H 0.310 -0.744 -0.839
H -1.465 1.200 1.056
H 3.211 -2.736 -1.202
H -3.005 0.581 -0.765
H -2.731 -0.424 0.629
H -1.911 -0.806 -0.821
*
```

Calculated values
LUMO (eV): -3.6
ΔE to the lowest compared entry with this formula, charge and spin (eV): 1.441
DFT total energy (eV): -19534.422

=====

Entry 6:
C6H12N | the ωB97M-V functional and the def2-TZVPD basis

Geometry as ORCA input:
```
! RIJCOSX wB97M-V def2-TZVPD def2/J DEFGRID3
* xyz 1 1
C -2.206 -1.347 0.457
C -0.907 -1.348 0.181
C 0.594 0.484 0.321
C 1.545 1.476 -0.272
C 0.437 0.590 1.798
C -0.019 -0.453 -1.850
N -0.086 -0.302 -0.401
H -2.600 -2.264 0.808
H -2.676 -0.476 0.661
H -0.228 -2.318 0.155
H 1.869 2.370 0.311
H 0.892 1.844 -1.175
H 2.386 1.035 -0.809
H -0.191 -0.181 2.281
H 0.001 1.669 1.910
H 1.313 0.700 2.378
H 0.282 0.398 -2.394
H -1.104 -0.631 -2.267
H 0.698 -1.246 -2.092
*
```

Calculated values
LUMO (eV): -3.9
ΔE to the lowest compared entry with this formula, charge and spin (eV): 1.853
DFT total energy (eV): -7898.209

=====

Entry 7:
C6H12N | the ωB97M-V functional and the def2-TZVPD basis

Geometry as ORCA input:
```
! RIJCOSX wB97M-V def2-TZVPD def2/J DEFGRID3
* xyz 1 1
C 2.618 -3.108 -1.314
C -0.523 1.344 2.321
C -0.669 0.929 1.044
C 0.348 0.104 0.317
C -2.022 1.772 -0.932
C -1.883 1.300 0.442
N 1.977 -1.981 -1.443
H 3.656 -3.143 -1.679
H 1.418 -2.700 -2.084
H 0.454 1.254 2.787
H -1.227 1.899 2.930
H 0.150 -0.934 0.591
H 0.274 0.211 -0.759
H -2.918 2.373 -1.044
H -1.093 2.298 -1.186
H -2.643 1.593 1.164
H 2.228 -3.907 -0.669
H -1.937 0.940 -1.643
H 1.382 0.258 0.606
*
```

Calculated values
LUMO (eV): -6.6
ΔE to the lowest compared entry with this formula, charge and spin (eV): 6.009
DFT total energy (eV): -7894.053

=====

Entry 8:
C6H12N | the ωB97M-V functional and the def2-TZVPD basis

Geometry as ORCA input:
```
! RIJCOSX wB97M-V def2-TZVPD def2/J DEFGRID3
* xyz 1 3
C -1.920 -0.480 0.088
C -3.103 -0.816 0.568
C -0.754 -1.253 -0.488
C -1.220 0.774 -0.182
C 2.882 -0.146 0.372
C -1.400 2.070 -0.043
N -0.071 0.047 -0.800
H -3.803 -0.074 0.908
H -3.401 -1.847 0.636
H -0.197 -1.852 0.231
H -0.972 -1.853 -1.372
H 2.875 0.557 -0.455
H 2.631 -1.147 0.039
H 2.229 0.178 1.177
H -0.684 2.802 -0.376
H 3.893 -0.172 0.760
H -2.295 2.439 0.424
H 0.847 0.171 -0.336
H 0.057 0.234 -1.799
*
```

Calculated values
⟨S²⟩: 2.01
LUMO (alpha / beta) (eV): -3.0 / -7.1
ΔE to the lowest compared entry with this formula, charge and spin (eV): 0.695
DFT total energy (eV): -7894.767

=====

Entry 9:
C6H12N | the ωB97M-V functional and the def2-TZVPD basis

Geometry as ORCA input:
```
! RIJCOSX wB97M-V def2-TZVPD def2/J DEFGRID3
* xyz 1 3
C -1.297 1.081 0.270
C 0.983 -1.086 0.156
C -1.415 0.225 1.374
C 1.082 -2.344 -0.604
C 1.656 -0.729 1.207
C -0.736 2.543 -1.592
N -1.264 1.769 -0.650
H -1.615 -0.839 0.888
H -2.216 0.511 1.984
H -0.579 0.307 1.926
H 1.294 -2.220 -1.640
H 0.011 -2.745 -0.598
H 1.659 -3.001 -0.117
H 0.378 -0.326 -0.294
H 2.289 -1.563 1.603
H 1.634 0.246 1.665
H 0.284 2.484 -1.510
H -1.019 2.132 -2.621
H -1.126 3.555 -1.448
*
```

Calculated values
⟨S²⟩: 2.01
LUMO (alpha / beta) (eV): -3.9 / -5.9
ΔE to the lowest compared entry with this formula, charge and spin (eV): 3.416
DFT total energy (eV): -7892.046

=====

Entry 10:
C6H12N2 | the ωB97M-V functional and the def2-TZVPD basis

Geometry as ORCA input:
```
! RIJCOSX wB97M-V def2-TZVPD def2/J DEFGRID3
* xyz -1 2
C 0.400 -2.412 -0.367
C 0.869 -2.812 1.080
H -0.682 -2.354 -0.390
H 0.713 -1.404 -0.651
H 0.871 -3.162 -0.996
H -0.004 -3.309 1.496
H 1.235 -1.979 1.670
H 1.757 -3.441 1.036
C -1.820 0.641 -0.852
C 0.579 1.474 -0.557
C -0.724 1.356 -0.170
C -0.002 3.053 0.908
N 0.990 2.662 0.021
N -1.073 2.305 0.767
H 1.246 1.057 -1.286
H 1.973 2.862 0.200
H -1.427 -0.022 -1.628
H -2.536 1.328 -1.328
H 0.178 4.050 1.272
H -2.543 0.108 -0.225
*
```

Calculated values
⟨S²⟩: 0.75
LUMO (alpha / beta) (eV): 3.8 / 3.7
ΔE to the lowest compared entry with this formula, charge and spin (eV): 0.746
DFT total energy (eV): -9394.806

=====

Entry 11:
C6H12N2 | the ωB97M-V functional and the def2-TZVPD basis

Geometry as ORCA input:
```
! RIJCOSX wB97M-V def2-TZVPD def2/J DEFGRID3
* xyz -1 2
C -0.593 -1.028 -1.117
C 1.838 1.522 -1.245
C 0.662 -0.243 -1.050
C 1.766 -0.520 -0.306
N 0.657 1.024 -1.601
N 2.586 0.587 -0.586
H 2.093 2.571 -1.450
H 3.570 0.587 -0.387
H 2.229 -1.354 0.316
H -1.452 -0.452 -0.737
H -0.577 -2.086 -0.634
H -0.770 -1.349 -2.139
C -2.165 0.024 2.612
C -3.351 -0.873 2.141
H -2.622 0.585 3.429
H -1.231 -0.463 2.985
H -1.828 0.627 1.737
H -4.029 -0.448 1.389
H -2.872 -1.836 1.772
H -4.031 -1.296 2.912
*
```

Calculated values
⟨S²⟩: 0.75
LUMO (alpha / beta) (eV): 3.5 / 3.4
ΔE to the lowest compared entry with this formula, charge and spin (eV): 0.876
DFT total energy (eV): -9394.676

=====

Entry 12:
C6H12N2 | the ωB97M-V functional and the def2-TZVPD basis

Geometry as ORCA input:
```
! RIJCOSX wB97M-V def2-TZVPD def2/J DEFGRID3
* xyz -1 2
C -2.168 1.401 -0.971
C -1.234 1.895 -2.118
H -3.109 1.945 -1.049
H -2.313 0.339 -1.126
H -1.668 1.630 -0.025
H -1.831 1.849 -3.032
H -0.306 1.330 -2.007
H -1.160 2.996 -2.112
C 2.206 -0.307 2.350
C 1.568 -1.916 0.495
C 1.240 -0.939 1.405
C -0.477 -1.217 0.216
N 0.424 -2.062 -0.306
N -0.022 -0.455 1.180
H 2.499 -2.453 0.507
H 0.403 -2.741 -1.064
H 1.653 0.086 3.203
H 2.731 0.569 1.932
H -1.453 -0.988 -0.159
H 3.018 -0.960 2.683
*
```

Calculated values
⟨S²⟩: 0.75
LUMO (alpha / beta) (eV): 3.9 / 3.8
ΔE to the lowest compared entry with this formula, charge and spin (eV): 0.516
DFT total energy (eV): -9395.036